C4H12N4 | ωB97M-V/def2-TZVPD

Values from the calculation:
SMILES: N[C@H]1[C@@H](N)[C@@H](N)[C@H]1N
Molecular weight, g/mol: 116.17
Calculated total energy, a.u.: -378.47515
Relative energy (zero: lowest compared OMol25 entry of this formula, charge and spin), kJ/mol: 428.2
Spin multiplicity: 1
LUMO, hartree: 0.0313

Positions of all 20 atoms, in Å:
N -1.903082 -0.400312 -0.497357
C -1.137807 -0.369684 0.605210
C 0.355361 -1.152631 0.510702
N 0.494842 -1.652044 -0.812680
C 1.109139 0.196979 0.603040
N 2.089572 0.644106 -0.436824
C -0.362427 0.904727 0.594704
N -0.632930 1.700281 -0.695700
H -2.845611 -0.893507 -0.195568
H -1.866470 0.581190 -0.768862
H -1.639854 -0.633158 1.400898
H 0.754908 -1.688063 1.380670
H 0.487246 -2.711826 -0.782286
H -0.233775 -1.242566 -1.398873
H 1.554523 0.225136 1.586934
H 3.129295 0.202559 -0.033762
H 1.628872 0.083936 -1.381372
H -0.538158 1.562458 1.477030
H -0.877815 2.587697 -0.241730
H 0.434169 2.054727 -0.914179

Cartesian forces (eV/Å) of the 2 atoms listed first:
-4.72 -2.76 -1.44
6.14 -0.47 -0.63

***

C38H56BN2O5 | ωB97M-V/def2-TZVPD

Values from the calculation:
Total charge: -1
Molecular weight, g/mol: 631.69
Calculated total energy, a.u.: -1992.15441
Spin multiplicity: 1
LUMO, hartree: 0.0763

Positions of all 102 atoms, in Å:
C 0.586017 2.100736 4.593559
C 0.504889 0.664996 4.021183
C -0.632799 0.545637 2.977852
C 0.105067 -0.249850 5.216426
C 1.888483 0.154716 3.541580
C 2.431828 0.621065 2.166689
C 1.942964 2.006825 1.728120
C 3.981066 0.743110 2.324635
C 2.185901 -0.406094 1.057100
C 2.966949 -0.384689 -0.110351
C 2.757546 -1.298007 -1.136332
C 1.749693 -2.259457 -1.043374
O 1.501917 -3.125183 -2.084359
C 0.898986 -2.442454 -3.185700
C -0.610091 -2.652169 -3.141462
O -1.327876 -1.780395 -3.962342
C -1.147347 -0.410965 -3.553184
C -1.452309 -0.120142 -2.094594
B -1.785030 1.464352 -1.830156
C -1.998754 1.704137 -0.191960
C -3.483565 1.610966 0.282018
C -3.747420 0.298745 0.921336
O -3.818874 -0.754037 0.366829
N -3.883905 0.327595 2.396719
C -5.249316 0.262913 2.789698
C -5.667548 -0.621206 3.783356
C -6.998123 -0.671701 4.188773
C -7.949247 0.155112 3.597839
C -7.544952 1.029567 2.591636
C -6.212339 1.090514 2.200134
C -0.491299 2.377817 -2.256553
C 0.782838 2.040537 -1.756844
C 1.890243 2.796415 -2.094056
C 1.721955 3.886822 -2.939373
C 0.439037 4.155714 -3.382098
N -0.651223 3.450892 -3.061913
C 0.980367 -2.306378 0.108450
C 1.206716 -1.393634 1.142102
H 0.132401 2.835275 3.935872
H 0.127605 2.142006 5.576396
H 1.626600 2.387320 4.743089
H -0.293269 0.529255 1.951631
H -1.265780 -0.310599 3.187192
H -1.286187 1.413124 3.066627
H -0.975640 -0.256758 5.339846
H 0.407314 -1.280633 5.037181
H 0.576852 0.077107 6.139338
H 1.880077 -0.930903 3.566056
H 2.603242 0.482557 4.293693
H 2.555356 2.321137 0.885371
H 0.913884 2.032655 1.383497
H 2.090323 2.745093 2.513426
H 4.207140 1.290336 3.238185
H 4.426924 -0.246213 2.316746
H 4.367048 1.345069 1.513810
H 3.741005 0.351051 -0.257702
H 3.350003 -1.297346 -2.039837
H 1.304147 -2.849930 -4.112139
H 1.152267 -1.386846 -3.174610
H -0.920179 -2.613137 -2.092883
H -0.815802 -3.664044 -3.484814
H -0.136378 -0.063039 -3.780597
H -1.808801 0.177779 -4.185715
H -0.579243 -0.415948 -1.498155
H -2.292275 -0.737896 -1.773041
H -2.781523 1.817041 -2.441357
H -1.410999 0.985368 0.390090
H -1.649213 2.695409 0.099167
H -4.154681 1.782449 -0.556157
H -3.673148 2.374186 1.036056
H -3.470225 -0.553140 2.690393
H -4.955711 -1.283413 4.256693
H -7.299766 -1.362004 4.962137
H -8.981458 0.117969 3.907729
H -8.264014 1.673128 2.109047
H -5.935044 1.785772 1.423481
H 0.895267 1.189610 -1.101001
H 2.867498 2.541838 -1.701985
H 2.565068 4.490624 -3.240701
H 0.292343 5.006035 -4.041651
H 0.195588 -3.041089 0.209802
H 0.575759 -1.478845 2.011439
C 8.299344 2.243221 0.882621
C 7.161762 2.694050 -0.003327
O 6.132012 2.068448 -0.074637
C 7.372216 3.963095 -0.794544
H 8.018451 1.324412 1.392264
H 9.192126 2.061843 0.281976
H 8.521777 3.011385 1.625032
H 8.228123 3.850049 -1.461901
H 7.558224 4.799041 -0.118236
H 6.483752 4.172641 -1.385512
C -1.217065 -6.502672 -4.983689
C -2.185066 -7.127016 -5.956996
O -1.954121 -8.184633 -6.497962
C -3.459802 -6.363396 -6.223570
H -0.343948 -7.142466 -4.877001
H -0.899931 -5.524821 -5.349421
H -1.692291 -6.382480 -4.009149
H -3.227174 -5.378746 -6.631346
H -4.019490 -6.235032 -5.296126
H -4.069621 -6.912942 -6.937404

Cartesian forces (eV/Å) of the 2 atoms listed first:
0.43 -0.15 -0.29
-0.37 -0.67 0.57

***

CH4ClNO | ωB97M-V/def2-TZVPD

Values from the calculation:
SMILES: O=CCl.N
Molecular weight, g/mol: 81.50
Calculated total energy, a.u.: -630.66675
Relative energy (zero: lowest compared OMol25 entry of this formula, charge and spin), kJ/mol: 113.7
Spin multiplicity: 1
LUMO, hartree: 0.0190

Positions of all 8 atoms, in Å:
O -0.763476 -1.113741 1.291611
C 0.302809 -1.330168 0.884938
Cl 0.901174 -2.604770 -0.198296
H 1.149929 -0.644163 1.040352
N -0.196061 1.637723 -0.706742
H -0.058242 1.380956 -1.656702
H -0.141022 0.903985 0.043277
H -1.195111 1.770178 -0.698438

Cartesian forces (eV/Å) of the 2 atoms listed first:
-1.73 -0.66 0.30
2.32 0.89 -0.64

***

C19H16O6 | ωB97M-V/def2-TZVPD

Values from the calculation:
SMILES: O=C1c2ccccc2C(=O)c2ccccc21.O=C1CC[C@@H](COO)O1
Molecular weight, g/mol: 340.33
Calculated total energy, a.u.: -1184.92471
Relative energy (zero: lowest compared OMol25 entry of this formula, charge and spin), kJ/mol: 427.0
Spin multiplicity: 1
LUMO, hartree: -0.0439

Positions of all 41 atoms, in Å:
O -2.381228 2.507926 -4.738420
C -1.945923 1.957042 -3.742336
C -2.677359 2.039255 -2.457441
C -3.884906 2.736035 -2.394684
C -4.597850 2.784722 -1.201949
C -4.109363 2.137628 -0.069029
C -2.898015 1.457267 -0.123579
C -2.176100 1.411796 -1.316680
C -0.879019 0.700255 -1.360167
O -0.414690 0.198392 -0.349694
C -0.157675 0.600846 -2.648604
C 1.048767 -0.098387 -2.710549
C 1.716978 -0.225750 -3.923093
C 1.183402 0.343516 -5.077234
C -0.011336 1.053113 -5.016210
C -0.682328 1.187976 -3.799931
H -4.273337 3.237520 -3.275301
H -5.538963 3.323259 -1.156135
H -4.672715 2.165559 0.858101
H -2.520141 0.959413 0.763776
H 1.467018 -0.548257 -1.815743
H 2.652931 -0.773216 -3.970009
H 1.700767 0.235547 -6.025157
H -0.419678 1.496743 -5.918788
O 3.789001 -1.312429 6.055900
C 3.458904 -1.251213 4.849085
C 4.115837 -2.004528 3.571092
C 2.709495 -2.576433 2.968268
C 1.883892 -1.210345 3.089511
C 0.282571 -1.251904 3.235885
O -0.306073 -2.560271 3.091407
O -0.256973 -3.283764 4.249756
O 2.377378 -0.478111 4.265021
H 4.415759 -1.135039 2.868801
H 4.924246 -2.778031 3.814240
H 2.803647 -3.072193 1.934512
H 2.322369 -3.294842 3.773501
H 2.155380 -0.647942 2.117618
H -0.134846 -0.616695 2.363473
H -0.024825 -0.693284 4.191352
H -0.044989 -2.721161 5.029430

Cartesian forces (eV/Å) of the 2 atoms listed first:
0.13 -0.15 0.27
-0.37 0.46 -0.79